61
Properties=species:S:1:pos:R:3:forces:R:3 method="wB97M-V/def2-TZVPD" gap_ev=7.26 spin_multiplicity=1 e_lumo_ev=-0.53 smiles="[H]/N=c1/c(C(=O)NCc2ccc3c(c2)OCO3)cc2c(=O)n3cccc(C)c3nc2n1C[C@@H]1CCCO1"
O -1.22558 -3.63588 0.20274 0.108 -0.242 0.245
O -7.04358 1.04287 1.40900 0.448 -0.018 0.146
O -7.89522 -0.27581 -0.27882 0.278 -0.331 -0.242
O 3.70181 -3.35817 0.96471 0.002 -0.002 0.002
O -0.54193 2.72391 -0.72066 0.038 0.023 -0.209
N -2.26175 -2.17006 -1.17410 -0.221 -0.038 -0.105
N 4.72965 -1.36976 0.49203 -0.041 0.447 -0.175
N 3.54213 0.41066 -0.50404 -0.198 0.230 -0.176
N 1.31200 0.21459 -1.07324 -0.108 0.026 -0.017
N -0.95479 0.01859 -1.71829 -0.294 0.439 -0.365
C -6.06514 0.19410 0.95569 -0.110 -0.410 -0.449
C -3.58952 -2.69120 -0.96998 0.075 -0.355 0.100
C -4.76184 0.06981 1.36966 -0.355 0.147 0.035
C 1.17539 -2.35977 -0.07030 -0.448 0.122 -0.195
C -6.58063 -0.60330 -0.06605 0.313 0.298 0.470
C 0.04320 1.81044 1.38575 -0.118 0.052 -0.167
C 0.87414 2.67418 -0.68443 0.536 -0.148 -0.242
C -5.81180 -1.54076 -0.70963 -0.200 0.146 0.118
C 7.01965 -1.10396 1.02682 -0.256 -0.251 0.019
C -4.48407 -1.67940 -0.29696 0.056 0.117 0.029
C -1.09188 2.39912 0.54792 -0.262 -0.006 0.392
C 6.97742 0.21547 0.52899 -0.425 0.083 -0.146
C 2.42949 -0.34275 -0.53663 0.662 -0.739 0.425
C 1.26901 2.50021 0.78747 -0.141 0.060 -0.096
C 3.57981 -2.24237 0.50853 -0.349 -0.121 -0.043
C 5.81977 0.72574 0.01835 0.451 -0.051 0.153
C -8.19200 0.74924 0.64397 -1.108 0.573 0.133
C 2.39946 -1.65047 -0.03974 0.092 0.394 -0.134
C 1.42322 1.56079 -1.60662 -0.234 0.758 -0.074
C 4.64699 -0.09188 -0.00835 -0.036 -0.151 0.049
C -1.20320 -2.62710 -0.48433 -0.173 0.006 -0.247
C 0.08419 -0.47645 -1.17720 0.151 0.018 -0.079
C 5.89506 -1.85881 0.99505 0.718 -0.263 0.298
C -3.98221 -0.88585 0.72440 -0.002 -0.129 -0.097
C 0.05421 -1.81558 -0.60763 0.598 -0.434 0.458
C 5.70967 2.11092 -0.52581 -0.037 -0.058 0.004
H -4.02132 -2.99019 -1.93051 -0.014 -0.029 0.115
H -2.14021 -1.25462 -1.61543 0.021 -0.095 0.063
H -1.48095 3.31858 1.00473 -0.002 -0.108 -0.018
H -0.08221 2.02028 2.44542 -0.010 -0.036 0.047
H 7.87050 0.82116 0.55461 0.067 0.112 -0.021
H 7.93313 -1.50856 1.42856 0.033 -0.113 0.052
H 6.64750 2.64646 -0.41151 0.065 0.037 0.008
H -1.91855 1.70072 0.39398 0.042 0.052 0.033
H 5.44245 2.07329 -1.58022 -0.034 0.084 -0.088
H -9.00558 0.42053 1.31123 0.239 0.011 -0.133
H 1.24728 3.62228 -1.09566 -0.009 -0.131 0.054
H -4.36641 0.68413 2.16119 0.056 0.084 0.123
H 2.18506 1.92508 0.89464 0.050 0.055 0.046
H -2.95610 -1.01751 1.03179 0.130 0.003 0.010
H 0.09845 0.72996 1.24970 -0.013 -0.017 0.046
H 5.83100 -2.87564 1.35457 -0.029 0.051 -0.027
H 1.41009 3.47861 1.24821 0.036 0.007 0.000
H -8.51377 1.65256 0.10054 0.147 -0.211 0.087
H -6.22268 -2.14653 -1.50021 -0.046 -0.094 -0.155
H -0.91028 0.98022 -2.02759 0.246 0.038 0.140
H 2.48554 1.74549 -1.76855 -0.248 0.039 -0.076
H 0.90052 1.61434 -2.56590 0.083 -0.065 0.051
H 4.91662 2.65029 -0.01206 -0.044 0.111 -0.008
H 1.13353 -3.34958 0.36008 -0.097 -0.065 0.026
H -3.48475 -3.58266 -0.33986 -0.079 0.086 -0.196

62
Properties=species:S:1:pos:R:3:forces:R:3 method="wB97M-V/def2-TZVPD" charge=-1 gap_ev="1.13 / 5.23" spin_multiplicity=2 e_lumo_ev="0.21 / 0.21" s2=0.77
O -6.03659 -22.66794 -22.55625 1.389 0.995 2.384
O -6.16538 -21.39729 -20.78436 0.150 -0.423 0.199
O -18.13300 -22.93200 -21.22911 -0.341 0.085 1.909
O -7.20219 -12.97853 -23.51227 -0.233 -2.304 1.128
O -8.43518 -11.98786 -24.80604 -1.964 2.357 -2.588
O -19.14885 -23.94366 -22.88763 -3.725 -2.572 -1.071
N -14.09715 -27.03242 -21.61500 -0.694 0.503 -0.707
N -8.23189 -12.95537 -24.16766 1.190 -0.591 0.894
N -5.52244 -22.00238 -21.61070 -0.611 0.261 -2.781
N -18.26173 -23.29645 -22.40772 5.532 2.970 -2.702
N -9.62565 -21.17039 -21.70092 -0.976 -2.097 -0.676
C -11.45684 -15.78088 -24.18489 0.818 -0.855 0.356
C -10.44859 -15.92737 -23.20658 -0.447 0.902 -0.658
C -13.57341 -25.89528 -21.11011 2.354 0.134 1.801
C -9.36176 -15.04817 -23.24500 0.510 1.255 -0.139
C -9.27824 -14.01537 -24.21282 -0.655 -2.002 0.829
C -14.97136 -25.21850 -22.64154 0.633 -2.033 -2.159
C -3.22150 -22.70666 -22.25516 -0.064 0.066 0.464
C -16.13417 -22.14369 -22.87425 -0.333 0.151 2.634
C -10.95629 -21.61282 -21.75010 1.169 -1.518 0.497
C -16.40715 -22.41552 -25.61430 0.328 -0.040 0.252
C -10.23623 -14.02920 -25.19957 -0.365 1.311 -1.866
C -13.95463 -24.77547 -21.77830 -0.509 -0.320 0.228
C -17.29756 -23.00352 -24.75134 -1.473 -0.754 0.484
C -11.80018 -20.59353 -21.47331 1.094 0.819 0.016
C -14.93355 -26.62772 -22.63335 -0.864 0.953 0.242
C -3.46934 -20.66690 -20.96087 -0.408 0.365 -0.715
C -9.59075 -19.85524 -21.47568 -1.173 0.558 0.210
C -2.09186 -20.47316 -20.97530 -0.895 -1.708 0.471
C -1.30274 -21.47288 -21.56428 0.565 1.940 1.161
C -17.22331 -22.82548 -23.34515 -2.272 -1.087 0.544
C -1.82786 -22.55138 -22.19913 -0.657 -0.281 -0.318
C -11.33299 -14.87164 -25.20384 0.120 -0.472 1.023
C -15.24559 -21.60517 -23.69511 2.497 0.302 -1.560
C -4.04772 -21.73205 -21.68063 0.930 -0.859 0.692
C -15.31563 -21.75008 -25.08525 -0.051 0.945 -0.279
C -10.91949 -19.49086 -21.32152 0.121 1.918 0.552
H -0.24580 -21.37936 -21.36295 0.255 -0.199 -0.436
H -10.63748 -16.65606 -22.43216 0.585 -0.101 0.063
H -12.87228 -20.60518 -21.34357 0.171 -0.079 -0.124
H -3.64803 -23.65315 -22.55290 -0.152 0.166 -0.492
H -1.09968 -23.25207 -22.58016 -0.466 -0.468 -0.159
H -15.95137 -22.05069 -21.81390 -0.342 -0.109 0.170
H -12.87135 -25.94785 -20.29111 0.094 -0.095 -0.012
H -8.51462 -14.99533 -22.57719 -0.198 -0.613 0.619
H -15.44786 -24.68390 -23.44996 -0.134 0.164 0.293
H -14.33129 -21.23273 -23.25721 0.107 0.533 -0.022
H -18.11314 -23.62029 -25.09894 -0.162 0.094 -0.200
H -12.26754 -16.48643 -24.29150 -0.171 -0.085 0.644
H -13.47014 -23.81190 -21.72192 -0.515 0.077 0.317
H -11.18092 -22.66899 -21.77062 0.185 0.010 -0.350
H -12.15387 -14.89357 -25.90530 0.445 0.530 -0.560
H -13.94648 -27.96506 -21.25782 -0.144 0.388 -0.194
H -8.64700 -19.33016 -21.48167 -0.274 0.174 0.180
H -11.22556 -18.50445 -21.00575 -0.057 0.122 -0.195
H -14.64449 -21.20897 -25.73578 0.281 -0.098 -0.030
H -4.06348 -19.94789 -20.41641 -0.360 -0.188 -0.040
H -8.81775 -21.76699 -21.80798 -0.202 0.093 -0.090
H -16.52985 -22.45516 -26.68657 -0.119 -0.282 -0.120
H -10.18046 -13.41403 -26.08550 0.368 0.617 0.251
H -1.68862 -19.77424 -20.25746 0.240 0.358 -0.441
H -15.44033 -27.34295 -23.26424 -0.129 0.116 0.179

63
Properties=species:S:1:pos:R:3:forces:R:3 method="wB97M-V/def2-TZVPD" charge=-1 gap_ev=6.80 spin_multiplicity=1 e_lumo_ev=2.34
Tl -0.14299 -0.35019 1.49665 -0.027 0.045 -0.054
S -3.24420 -1.77338 1.77578 0.027 -0.069 0.011
S 0.80923 -4.51978 -1.22336 -0.004 0.031 -0.042
O 1.71099 -0.40778 -0.12732 0.034 0.002 0.047
O -1.97755 0.89503 -0.62722 -0.006 -0.008 -0.010
N 1.73032 -3.43017 0.87543 0.008 -0.011 0.025
N 1.46434 2.53530 -0.28526 0.016 -0.020 -0.023
N -1.38512 -2.98323 -0.68752 -0.047 -0.028 0.041
N -4.37701 -2.88448 -0.35672 -0.017 -0.008 -0.023
N -5.69904 -2.76927 1.62291 -0.002 0.018 -0.016
N 0.46628 -2.93204 0.73626 -0.034 -0.082 0.010
N 0.37414 1.96160 -0.04356 -0.011 -0.027 0.046
C -1.99174 2.22792 -0.38252 0.017 0.022 0.000
C -3.13986 3.01163 -0.41145 0.007 -0.003 0.001
C 4.96491 4.73163 -0.60321 0.001 -0.003 0.003
C -0.68877 4.18944 0.14314 -0.004 -0.002 0.009
C 3.41498 -4.90780 -0.13373 0.001 0.001 -0.004
C 3.80808 4.00392 -0.47810 0.001 0.001 -0.009
C 6.26719 2.72788 -0.57918 0.000 -0.008 -0.001
C -6.60596 -3.69948 -0.38193 -0.010 -0.006 0.007
C -1.83640 4.96970 0.11564 0.004 0.001 -0.001
C 2.06792 -4.25480 -0.04579 0.016 0.012 0.019
C 6.21627 4.09681 -0.65221 -0.001 0.004 0.000
C 5.09504 1.96079 -0.45682 -0.006 0.015 0.005
C -5.39064 -3.45066 -1.00027 0.008 0.008 0.007
C -6.68547 -3.33107 0.95553 0.002 -0.005 -0.010
C 2.63186 1.80428 -0.25615 -0.042 0.014 0.011
C -0.15417 -3.39198 -0.31326 0.029 0.059 0.005
C 3.91612 -5.37701 1.22840 0.011 0.007 0.003
C -0.74868 2.82642 -0.10599 -0.022 -0.012 -0.019
C -4.54054 -2.53993 0.94760 0.001 0.057 0.014
C 2.69758 0.37875 -0.20471 -0.009 0.009 -0.046
C 5.14715 0.53099 -0.39434 -0.002 -0.011 -0.006
C -5.14311 -3.81780 -2.43723 0.006 -0.011 -0.008
C -3.19589 0.28877 -1.04431 0.009 0.010 0.022
C 3.83314 2.59145 -0.39975 0.018 0.011 0.004
C -3.05638 4.37679 -0.16209 -0.009 0.004 0.000
C 4.02681 -0.20840 -0.28629 0.003 -0.006 -0.005
H -3.96082 4.97229 -0.17836 0.000 -0.001 0.000
H 3.24780 -6.13017 1.64721 -0.002 0.002 0.001
H 4.05495 -1.29076 -0.23762 0.007 0.001 -0.001
H -1.96688 -2.56876 0.06015 0.031 -0.013 -0.017
H -4.72196 -2.96643 -2.97234 -0.006 0.007 0.000
H 3.95273 -4.54124 1.92462 -0.002 -0.001 0.000
H 4.11858 -4.18778 -0.56112 -0.002 -0.005 -0.013
H -7.43656 -4.15459 -0.90329 0.002 -0.001 0.000
H -3.55359 0.76196 -1.96413 -0.004 -0.003 -0.003
H 7.22003 2.21024 -0.61735 0.001 0.002 0.001
H 7.12392 4.67943 -0.74704 0.001 0.000 0.000
H -3.95331 0.34496 -0.26115 -0.001 0.008 0.002
H -2.97264 -0.75873 -1.21688 0.012 -0.004 -0.007
H 2.85168 4.50475 -0.44344 -0.002 -0.003 0.000
H -1.91422 -3.56097 -1.31746 0.003 0.008 0.011
H -7.60273 -3.50221 1.51549 0.000 0.001 0.001
H 6.11979 0.05057 -0.43950 0.000 -0.001 0.003
H -4.09963 2.56225 -0.61822 -0.001 0.001 0.000
H 0.27762 4.62076 0.36691 0.001 -0.001 0.000
H -6.05780 -4.14025 -2.93425 0.001 0.005 -0.001
H -1.77693 6.03098 0.32052 0.002 0.000 0.000
H 3.36551 -5.74423 -0.83373 -0.007 -0.011 0.011
H 4.90878 5.81231 -0.66329 0.002 0.000 -0.001
H -4.41592 -4.63074 -2.49332 -0.002 -0.005 0.005
H 4.91455 -5.80821 1.14354 0.001 0.000 -0.002

52
Properties=species:S:1:pos:R:3:forces:R:3 method="wB97M-V/def2-TZVPD" charge=+1 gap_ev=7.33 spin_multiplicity=1 e_lumo_ev=-3.61
O 2.80143 3.83555 4.52168 -0.551 -0.080 -0.396
C -2.93904 1.22001 0.64554 0.577 2.445 0.530
C 1.69079 4.13614 3.72568 0.636 -0.268 0.369
C -3.22462 6.22510 -1.89762 -0.037 0.045 0.007
C -0.65626 4.69685 3.63337 -0.364 -0.497 0.005
C 4.39694 5.17086 5.68410 -0.337 0.149 -0.456
C 1.68931 3.90869 2.34879 -0.137 0.093 -0.097
C 3.94534 4.63868 4.46850 -0.071 0.685 -0.109
C 0.48410 3.96213 1.65099 0.205 -0.086 0.177
C 5.47606 6.03251 3.24970 0.081 -0.145 0.152
C -0.72285 4.19506 2.31943 0.344 0.377 -0.451
C -2.36634 5.01799 0.50925 -0.285 -0.812 -0.369
C -1.86432 6.02907 -1.64520 -0.032 -0.021 0.501
C -2.17652 2.01342 1.47565 -0.690 -2.411 -1.745
C -2.80703 -0.21454 0.61474 0.364 -1.211 0.821
C 0.52866 4.59792 4.35536 0.311 0.121 -0.195
C -1.42853 5.47908 -0.43594 0.024 -0.093 -0.249
C -1.16415 1.35239 2.34388 1.773 0.247 0.403
C -3.71201 6.75551 -3.21897 -0.097 0.153 -0.338
C 5.83835 6.66929 4.43900 -0.125 -0.069 -0.087
C 5.30220 6.22914 5.65395 0.276 -0.255 -0.120
C 4.54091 4.99358 3.25563 -0.086 0.188 0.407
C -2.03511 3.96517 1.59096 -0.055 2.794 1.939
C -2.04062 -0.87523 1.52451 -1.248 0.768 -1.035
C -3.70430 5.39977 0.33221 -0.061 -0.322 -0.088
C -4.12319 5.98634 -0.85664 0.070 0.048 0.246
C -1.39844 -0.15493 2.64268 -0.124 0.664 0.303
H 2.60715 3.66855 1.81595 -0.355 -0.039 0.219
H -1.52350 5.17116 4.10955 0.165 -0.584 -0.147
H 3.97776 4.79986 6.61946 -0.005 0.202 -0.273
H 5.59077 6.71190 6.58843 -0.016 -0.174 -0.268
H -4.64997 6.27953 -3.54098 0.277 0.079 0.234
H 4.25708 4.48990 2.33424 0.154 0.308 0.265
H -2.00279 -0.23273 3.55540 -0.052 -0.291 -0.152
H -1.90346 3.01012 0.77928 0.185 -0.962 -0.112
H 0.50097 3.83844 0.56404 -0.045 -0.471 0.455
H -0.35587 5.46228 -0.23450 -0.404 -0.345 -0.173
H -4.41661 5.24518 1.14348 0.048 -0.260 -0.303
H -1.00318 1.88381 3.30098 -0.067 -0.251 -0.492
H -3.59027 1.67558 -0.09548 0.050 0.050 0.054
H -1.13849 6.30556 -2.40672 -0.062 0.008 0.209
H 5.91009 6.34241 2.29815 -0.055 -0.064 0.308
H -0.43111 -0.62533 2.85386 -0.166 0.262 0.163
H -0.19027 1.36340 1.81104 -0.369 0.412 0.244
H -3.38115 -0.73330 -0.15497 0.330 0.063 0.242
H -5.17050 6.24357 -0.98772 0.116 -0.028 0.050
H -3.91256 7.83616 -3.15738 0.090 -0.280 0.028
H 6.54301 7.50253 4.41970 -0.235 -0.272 0.013
H -2.97786 6.60217 -4.02025 -0.118 0.044 0.276
H -2.85044 3.87272 2.32703 0.213 0.269 -0.520
H -1.94841 -1.94872 1.49573 -0.044 -0.169 -0.115
H 0.56965 4.87441 5.40930 0.006 -0.014 -0.328

Number 1: electronic energy -45056.839 eV. Number 2: electronic energy -47092.553 eV. Number 3: electronic energy -68259.322 eV. Number 4: electronic energy -29404.342 eV.